Entry from the OMol25 dataset: a molecular structure, C37H99CuN9O12 (the ωB97M-V functional and the def2-TZVPD basis).

- Strongest force on any atom: 4.22 eV Å⁻¹
- ⟨S²⟩: 2.01
- E_HOMO (spin up / spin down): -0.396 / -0.396 Eh
- HOMO-LUMO gap (spin up / spin down): 8.53 / 4.81 eV
- ΔE to the lowest compared entry with this formula, charge and spin: 0.0 kcal per mole

Structure (ORCA input):
```
! wB97M-V def2-TZVPD RIJCOSX def2/J DEFGRID3
* xyz 1 3
Cu -0.60497 2.50564 0.77056
C -0.06327 0.14223 -0.25083
O -1.15573 0.68933 -0.38912
O 0.28755 -0.70958 -1.06602
O 0.64913 0.72547 0.57638
C 0.14733 6.55364 2.48004
C 0.41627 5.21187 1.79850
C 1.68033 4.45695 2.42611
O 1.76160 3.21675 1.69852
C 2.94852 2.45470 1.84667
N -0.81000 4.47660 1.89090
H -0.79302 6.98363 2.13517
H 0.97473 7.26079 2.42137
H 0.03986 6.35332 3.54607
H 0.57129 5.42085 0.74001
H 1.45039 4.34622 3.48580
H 2.52799 5.13569 2.33182
H 2.76199 1.74905 2.65619
H 3.87028 3.03184 1.91996
H 3.01755 1.89119 0.91618
H -1.61833 5.05909 1.72532
H -0.96530 4.34778 2.88053
C 0.54251 -1.09364 -4.29440
C 0.68973 0.42528 -4.37838
C 0.24266 1.10433 -5.73923
O -1.06114 0.75130 -6.17052
C -2.14434 0.96072 -5.26205
N 0.20644 1.04543 -3.24344
H 1.06158 -1.54671 -3.44977
H 0.72660 -1.66833 -5.20210
H -0.46470 -1.45147 -4.08091
H 1.74091 0.70311 -4.30151
H 0.79415 0.79452 -6.62690
H 0.33849 2.19002 -5.75344
H -2.11231 1.98629 -4.89425
H -2.05052 0.44807 -4.30472
H -3.12323 0.81328 -5.71827
H -0.80007 1.01193 -3.32031
H 0.40828 0.49351 -2.42201
C -2.15329 -5.03789 -2.21610
C -1.86819 -3.54431 -2.22956
C -3.08843 -2.85270 -2.77676
O -3.43015 -3.35635 -4.03415
C -4.45627 -2.68773 -4.70450
N -1.54563 -2.96389 -0.90989
H -2.85739 -5.20613 -1.40121
H -1.30830 -5.63675 -1.87633
H -2.49034 -5.46819 -3.15914
H -0.97255 -3.33960 -2.81611
H -2.91456 -1.78007 -2.86242
H -3.95933 -2.84147 -2.12139
H -4.75278 -3.45877 -5.41562
H -4.06601 -1.99373 -5.44892
H -5.20023 -2.30948 -4.00339
H -1.11781 -2.05320 -0.99779
H -0.69858 -3.45006 -0.65254
C 2.80139 -0.63634 4.42315
C 3.02746 -1.32589 3.05470
C 3.88471 -2.63247 3.23861
O 5.12005 -2.36185 3.85856
C 6.05925 -3.38855 3.99147
N 1.74735 -1.63823 2.52363
H 2.23918 0.28143 4.25077
H 3.73514 -0.35281 4.90878
H 2.25597 -1.25125 5.13905
H 3.64316 -0.65437 2.45631
H 3.98925 -3.02534 2.22726
H 3.36506 -3.39442 3.81955
H 7.00881 -3.00781 4.36760
H 6.32570 -3.81945 3.02636
H 5.76276 -4.16418 4.69758
H 1.22404 -0.86468 2.13909
H 2.00360 -2.13840 1.68443
C -0.10155 1.73682 4.12705
C -1.35258 1.10297 3.54364
C -2.40236 0.88784 4.66518
O -2.65407 2.05500 5.42244
C -2.81125 1.92357 6.77438
N -1.93988 1.97712 2.49216
H 0.70810 1.68627 3.39903
H 0.24055 1.08221 4.92865
H -0.18796 2.76923 4.46582
H -1.06810 0.16329 3.07016
H -1.95982 0.12470 5.30540
H -3.35548 0.51050 4.29468
H -1.83449 1.67895 7.19176
H -3.49169 1.16966 7.17028
H -3.16385 2.83221 7.26238
H -2.41367 2.78304 2.87438
H -2.56966 1.30410 2.07921
C 4.27502 -4.03371 -0.86631
C 2.91167 -3.42662 -1.26001
C 1.81760 -4.56471 -1.20773
O 1.97201 -5.76937 -1.87450
C 2.03948 -5.65003 -3.30054
N 2.53281 -2.40114 -0.33363
H 4.52854 -4.93252 -1.42842
H 4.17911 -4.37360 0.16489
H 5.04632 -3.26358 -0.85683
H 2.93527 -3.05762 -2.28538
H 0.94166 -4.01562 -1.55318
H 1.77522 -4.87953 -0.16504
H 2.16794 -6.65573 -3.70075
H 2.79424 -4.98326 -3.71750
H 1.06457 -5.41123 -3.72556
H 1.71181 -1.99455 -0.75878
H 3.21998 -1.66096 -0.33987
C -4.84754 -1.47773 0.00701
C -4.59948 -0.40992 1.10837
C -5.50602 -0.65333 2.28025
O -6.89770 -0.80912 1.84835
C -7.79141 -1.52776 2.81944
N -3.21581 -0.45797 1.42338
H -4.40499 -1.10731 -0.91768
H -5.89833 -1.63612 -0.23556
H -4.38494 -2.42942 0.26853
H -4.92523 0.57742 0.78101
H -5.43225 0.00758 3.14389
H -5.11258 -1.60140 2.64693
H -8.82047 -1.24893 2.59272
H -7.64614 -1.21310 3.85287
H -7.65120 -2.56723 2.52291
H -2.57972 -0.22335 0.67475
H -2.99023 -1.43419 1.55071
C 4.79760 0.93831 -3.11374
C 3.75121 0.49994 -2.07303
C 4.38711 0.21639 -0.70523
O 5.35645 -0.80784 -0.75800
C 6.12309 -1.08997 0.39897
N 2.70257 1.53020 -1.93585
H 5.60314 0.20917 -3.20072
H 5.23351 1.81971 -2.64340
H 4.30730 1.04729 -4.08113
H 3.25402 -0.41373 -2.39875
H 3.61868 -0.20299 -0.05582
H 4.77936 1.06606 -0.14638
H 6.85211 -1.87663 0.20455
H 5.41922 -1.42224 1.16203
H 6.69036 -0.24568 0.79071
H 2.30304 1.14693 -1.09112
H 1.92735 1.23618 -2.51263
C -0.46322 4.66049 -3.02567
C -0.92326 4.31644 -1.60145
C -2.30279 3.57595 -1.56373
O -2.56272 3.15538 -0.24709
C -3.96355 2.93546 -0.01863
N 0.18313 3.52129 -1.05634
H -0.28346 3.81238 -3.68635
H 0.44370 5.25974 -3.10627
H -1.35062 5.15704 -3.41817
H -1.05322 5.19562 -0.97038
H -2.36322 2.73397 -2.25331
H -2.99807 4.29447 -1.99781
H -4.36261 2.25558 -0.77136
H -4.56131 3.84366 -0.09588
H -4.17432 2.56797 0.98567
H 0.29250 2.68516 -1.61224
H 1.08322 3.96078 -1.18581
*
```

Entry from the OMol25 dataset: 13 unconnected molecules or ions with the total composition C38H100BIO18P (the ωB97M-V functional and the def2-TZVPD basis).

- Strongest force on any atom: 3.27 eV Å⁻¹
- E_HOMO: -0.138 Eh
- HOMO-LUMO gap: 5.63 eV

Structure (ORCA input):
```
! wB97M-V def2-TZVPD RIJCOSX def2/J DEFGRID3
* xyz -1 1
C 1.99984 1.43744 -1.60506
C 3.26365 1.45118 -2.46926
C 4.57046 1.41852 -1.68442
O 5.23181 0.15823 -1.74049
C 5.11201 -0.57362 -0.53580
C 6.39841 -0.32339 0.26022
C 6.55290 1.08989 0.82029
O 5.31146 1.71632 1.16575
C 5.46947 2.77680 1.98173
O 5.05470 3.91302 1.70517
O 3.96119 -0.34164 0.13249
B 3.70989 -1.51311 1.00410
P 4.23271 -1.31605 2.89234
C 3.28503 0.14032 3.51832
C 3.26357 -2.67995 3.66675
O 4.42361 -2.62006 0.27812
C 4.96896 -2.12645 -0.86846
I 6.86846 -3.27679 -1.05843
C 4.16065 -2.45194 -2.14349
C 2.81385 -3.09534 -1.90340
O 1.86296 -2.10636 -1.57650
C 0.75685 -2.61371 -0.86689
C -0.05802 -1.47133 -0.27740
H 1.58282 2.43507 -1.53826
H 1.23169 0.82940 -2.07425
H 2.18790 1.02693 -0.62167
H 3.27225 0.65423 -3.20392
H 3.26093 2.37582 -3.04428
H 4.43283 1.74430 -0.66292
H 5.25186 2.13007 -2.15214
H 6.54281 -1.05048 1.04998
H 7.21553 -0.44738 -0.43886
H 7.10053 1.71838 0.12164
H 7.16991 1.03072 1.71966
H 5.93629 2.54307 2.94794
H 2.51067 -1.79741 1.01678
H 2.21071 -0.01983 3.43064
H 3.52143 0.28082 4.56899
H 3.58030 1.03956 2.99582
H 3.28605 -3.56557 3.04184
H 2.21886 -2.38229 3.77132
H 3.63179 -2.91660 4.65837
H 4.00727 -1.57884 -2.76697
H 4.72916 -3.16198 -2.73041
H 2.49746 -3.54390 -2.85318
H 2.87531 -3.85983 -1.13324
H 0.10957 -3.15345 -1.56296
H 1.07030 -3.26103 -0.05185
H 0.00911 -1.47111 0.80447
H 0.31557 -0.51443 -0.62152
H -1.08639 -1.61130 -0.58012
C 5.41348 5.76924 -1.13879
C 4.06187 5.86192 -0.45502
O 3.44067 4.58542 -0.35408
H 5.30305 5.34135 -2.13607
H 5.87686 6.75414 -1.22739
H 6.08455 5.11826 -0.57346
H 3.39205 6.49622 -1.02712
H 4.16989 6.29552 0.54642
H 4.02354 4.01582 0.16331
C -4.88820 -3.26690 0.61900
C -4.43508 -2.79458 -0.75026
O -3.01566 -2.71585 -0.83353
H -4.51396 -2.59567 1.39359
H -5.97830 -3.30016 0.67926
H -4.49891 -4.26306 0.83778
H -4.81388 -1.79834 -0.95539
H -4.81326 -3.46960 -1.52839
H -2.64971 -3.59369 -0.66846
C -2.35219 -6.33062 -3.37280
C -1.06230 -5.94340 -2.67125
O -1.26322 -5.72171 -1.27748
H -3.10469 -5.55127 -3.24264
H -2.18708 -6.48308 -4.44069
H -2.75804 -7.25423 -2.95165
H -0.67268 -5.01193 -3.08026
H -0.30629 -6.72117 -2.79934
H -1.58907 -6.54077 -0.89570
C -6.77679 0.32066 -3.55550
C -7.64401 0.00851 -2.34949
O -6.86159 -0.44439 -1.24672
H -6.21737 -0.56594 -3.85701
H -7.38522 0.65567 -4.39814
H -6.04645 1.09696 -3.32604
H -8.35265 -0.78793 -2.57423
H -8.21444 0.89505 -2.04773
H -6.23908 0.25413 -1.02859
C 3.83082 -7.64281 -2.77677
C 2.32990 -7.70966 -2.98389
O 1.62304 -7.83249 -1.75170
H 4.18722 -8.53067 -2.25379
H 4.35580 -7.56261 -3.72994
H 4.08927 -6.77529 -2.16720
H 2.05943 -8.58181 -3.57893
H 1.98399 -6.81485 -3.51449
H 1.83215 -7.06134 -1.21505
C 2.66026 9.99997 0.86391
C 3.07942 10.14378 -0.58637
O 2.93296 8.91503 -1.29594
H 3.25129 9.22507 1.35198
H 2.79542 10.93797 1.40329
H 1.61002 9.70465 0.93375
H 4.12931 10.41784 -0.64765
H 2.49107 10.92428 -1.08270
H 2.00756 8.66124 -1.25529
C 7.27729 12.83485 -0.46404
C 5.76166 12.89322 -0.51727
O 5.18947 12.68127 0.77435
H 7.60440 11.87015 -0.07668
H 7.71216 12.98090 -1.45382
H 7.66985 13.60730 0.20169
H 5.37235 12.11200 -1.16559
H 5.42605 13.85950 -0.90911
H 5.51713 13.37754 1.34817
C -5.46008 -4.12191 4.79244
C -6.07094 -5.02470 3.73786
O -5.06668 -5.72253 3.00932
H -4.78367 -3.40278 4.33097
H -6.23104 -3.57733 5.34127
H -4.87494 -4.71107 5.50226
H -6.63671 -4.43884 3.01457
H -6.75119 -5.75161 4.19815
H -4.56342 -6.25409 3.63239
C -8.30799 -5.82724 0.65401
C -9.18802 -6.15856 1.84509
O -10.20501 -5.17354 2.03008
H -7.84800 -4.84800 0.78260
H -7.51834 -6.56910 0.52843
H -8.90041 -5.79249 -0.26390
H -8.59987 -6.17656 2.75978
H -9.65434 -7.14269 1.72362
H -10.73754 -5.15136 1.23202
C -0.13712 4.90191 -0.61891
C -0.87073 4.47047 -1.87571
O -1.22280 3.08971 -1.81621
H 0.76774 4.31166 -0.48400
H 0.14298 5.95649 -0.66692
H -0.76750 4.75214 0.26218
H -0.23944 4.60400 -2.75334
H -1.78412 5.06515 -2.01450
H -1.78110 2.96549 -1.04486
C -3.98817 4.84132 -4.26781
C -4.55547 3.73090 -3.40374
O -4.47128 2.47068 -4.06269
H -4.52591 4.89243 -5.21511
H -4.06088 5.80955 -3.76895
H -2.93793 4.64754 -4.49540
H -5.60999 3.90973 -3.19275
H -4.01849 3.66870 -2.45110
H -3.54003 2.29811 -4.23373
C -4.39129 -5.63511 9.02435
C -4.99634 -6.53082 7.95913
O -3.99314 -7.20878 7.20668
H -3.72106 -4.90617 8.56893
H -5.16621 -5.10187 9.57709
H -3.80443 -6.22253 9.73436
H -5.56674 -5.93955 7.24559
H -5.67457 -7.26371 8.40997
H -3.47985 -7.74756 7.81289
*
```

Entry from the OMol25 dataset: a molecular structure, C38H21BrCdF15GeN5O2S2 (the ωB97M-V functional and the def2-TZVPD basis).

- Strongest force on any atom: 0.31 eV Å⁻¹
- E_HOMO: -0.275 Eh
- HOMO-LUMO gap: 7.16 eV
- ΔE to the lowest compared entry with this formula, charge and spin: 7.8 kcal per mole

Structure (ORCA input):
```
! wB97M-V def2-TZVPD RIJCOSX def2/J DEFGRID3
* xyz 0 1
Cd 0.26459 -0.12430 1.00417
Br -4.19009 0.63968 -4.78288
C -4.35327 1.99701 -3.47160
C -3.26628 2.81379 -3.19912
C -3.37097 3.78586 -2.21801
C -4.56521 3.93612 -1.51925
C -5.66500 3.15656 -1.84927
C -5.55860 2.16586 -2.81288
N -4.78801 4.95801 -0.52981
N -4.00544 5.15587 0.40977
C -2.86265 4.31140 0.61556
C -1.63135 4.90952 0.70326
C -0.45352 4.16383 0.79936
C -0.46828 2.77244 0.85012
O 0.60208 2.05307 0.90237
C -1.77621 2.14988 0.87523
N -1.81149 0.79680 1.01173
C -2.96419 0.17042 1.07762
C -4.18937 0.85182 1.03277
C -4.18811 2.20889 0.88304
C -2.96475 2.90714 0.77512
H -2.34057 2.68549 -3.74294
H -2.51993 4.41424 -1.99600
H -6.60350 3.32880 -1.33746
H -6.40647 1.54155 -3.05815
H -1.57782 5.99035 0.64541
H 0.50223 4.66975 0.82667
H -2.93853 -0.90505 1.19778
H -5.11079 0.29390 1.12505
H -5.11812 2.76071 0.86256
C 0.37614 -4.24941 0.20589
C 0.10301 -3.05619 -0.68195
O -0.73841 -2.07397 -0.04732
H 1.02476 -4.95402 -0.31746
H -0.54823 -4.76711 0.46764
H 0.88039 -3.93631 1.11946
H -0.37098 -3.35993 -1.61945
H 1.03573 -2.54786 -0.92258
H -1.39065 -2.53803 0.51295
S -2.77165 -3.38485 2.15362
C -4.25194 -3.81030 1.50969
N -4.69232 -3.54877 0.26098
C -5.96667 -4.19642 -0.02727
C -6.44787 -4.59321 1.38217
N -5.22412 -4.47087 2.16149
H -4.04673 -3.24229 -0.44532
H -5.83251 -5.06827 -0.67013
H -6.65667 -3.50879 -0.51222
H -6.83428 -5.61021 1.40994
H -7.22082 -3.91530 1.74938
H -5.15137 -4.63333 3.14974
F 1.54382 0.11661 -1.41193
C 2.54230 -0.55596 -2.01925
C 3.69447 -0.85655 -1.31247
C 4.66071 -1.55778 -2.01314
F 5.82073 -1.89331 -1.43584
C 4.49743 -1.93908 -3.33611
F 5.45614 -2.60876 -3.97245
C 3.32911 -1.61600 -3.99945
F 3.15680 -1.97541 -5.26596
C 2.33606 -0.91516 -3.33486
F 1.20394 -0.60323 -3.96336
Ge 3.80337 -0.38301 0.60687
S 2.21729 -1.38024 1.71978
C 5.51792 -1.02868 1.31544
C 6.56665 -0.19951 1.67756
F 6.48554 1.12618 1.50417
C 7.74557 -0.68424 2.21794
F 8.73214 0.14487 2.55551
C 7.89703 -2.04637 2.40201
F 9.02308 -2.52825 2.91519
C 6.87552 -2.90763 2.04016
F 7.02715 -4.22190 2.19826
C 5.71446 -2.38630 1.50386
F 4.76567 -3.25138 1.12385
C 3.69743 1.56014 0.81925
C 3.66641 2.06289 2.10884
F 3.83588 1.23018 3.14443
C 3.48620 3.40235 2.38520
F 3.45490 3.84717 3.64090
C 3.33787 4.28851 1.33341
F 3.15184 5.58374 1.57455
C 3.38126 3.82855 0.03115
F 3.23907 4.68534 -0.98135
C 3.56540 2.47914 -0.20409
F 3.61562 2.08911 -1.48754
*
```

Entry from the OMol25 dataset: a molecular structure, C38H25N10O2SeW (the ωB97M-V functional and the def2-TZVPD basis).

- Strongest force on any atom: 5.96 eV Å⁻¹
- ⟨S²⟩: 2.34
- E_HOMO (spin up / spin down): -0.339 / -0.337 Eh
- HOMO-LUMO gap (spin up / spin down): 4.97 / 4.84 eV

Structure (ORCA input):
```
! wB97M-V def2-TZVPD RIJCOSX def2/J DEFGRID3
* xyz 1 3
W -3.62025 17.85151 7.73931
C -0.89978 20.75898 2.65055
C -0.12580 21.36576 3.64666
C -0.37074 21.31794 4.97364
C -1.48754 20.61392 5.33134
C -2.08400 20.15572 6.60574
N -1.62904 20.53299 7.77896
C -2.15276 20.21596 8.94664
C -1.67263 20.89231 10.19169
C -0.64814 21.74367 10.44298
C -0.36261 22.13605 11.73789
C -1.05775 21.42963 12.75196
C -2.13280 20.68101 12.49229
C -2.56173 20.39044 11.19424
C -3.56481 19.53156 10.53165
N -4.49233 18.78672 11.19773
C -5.27457 17.98389 10.48588
N -5.29666 17.71127 9.16816
C -6.33467 16.86925 8.89257
N -6.71937 16.35605 7.70422
C -6.26858 16.74420 6.56715
N -5.16084 17.54940 6.43664
C -5.01099 17.69101 5.00808
N -4.19760 18.47986 4.33172
C -3.31042 19.26092 4.98987
N -3.14928 19.38415 6.30635
C -2.26156 20.00015 4.32841
C -2.04185 20.11985 2.99146
C -6.10644 17.00949 4.32998
C -6.26483 16.83084 2.96802
C -7.24805 15.95265 2.48077
C -8.11145 15.49118 3.46876
C -7.99194 15.63872 4.83453
C -6.92151 16.40724 5.26790
C -6.91218 16.50711 10.35525
C -7.96517 15.67927 10.66526
C -8.26602 15.63325 11.98444
C -7.71722 16.41501 12.98394
C -6.64047 17.23484 12.61219
C -6.24400 17.22355 11.24277
N -3.20403 19.42397 9.23149
H -0.51840 20.75436 1.63454
H 0.62679 21.98910 3.24962
H 0.28889 21.61667 5.77486
H 0.00766 22.14711 9.65908
H 0.41222 22.83530 11.94996
H -0.90952 21.78394 13.77607
H -2.73912 20.22020 13.24928
H -2.64837 19.73388 2.19610
H -5.62948 17.26615 2.21506
H -7.55002 15.78448 1.44713
H -8.99863 14.91515 3.14998
H -8.72072 15.22471 5.50245
H -8.44189 15.03890 9.85737
H -9.06459 14.93055 12.25586
H -8.02870 16.39694 14.02156
H -6.08412 17.93092 13.24151
Se -2.96166 16.10692 9.38764
C -1.99869 14.77659 8.56438
N -1.40967 13.93812 8.03032
O -0.18355 16.39308 5.83821
C -1.38652 16.25954 5.93041
O -2.17623 17.03212 6.55454
C -1.96959 15.04440 5.28770
N -0.89140 13.94645 5.32617
C -1.22743 12.95528 4.21708
C -1.94208 13.80215 3.09965
C -2.28296 15.19090 3.77674
H -2.77071 14.65019 5.90417
H -0.78949 13.68999 6.32355
H -0.08130 14.52866 5.14515
H -1.68463 12.03530 4.54753
H -0.27190 12.55629 3.91393
H -2.86197 13.37157 2.79650
H -1.36631 13.86262 2.18657
H -3.27357 15.60353 3.61366
H -1.59212 15.92099 3.35005
*
```

Look up the strongest force on any atom of the second one.
3.27 eV Å⁻¹

The highest strongest force on any atom belongs to which entry?
C38H25N10O2SeW

The lowest strongest force on any atom belongs to which entry?
C38H21BrCdF15GeN5O2S2